Here is the molecule C4H5NO at a distorted geometry from the Open Molecules 2025 dataset. Energies are from wB97M-V/def2-TZVPD.

Positions of all 11 atoms, in Å:
1 C 0.75 -0.60 0.58
2 C 0.90 0.30 -0.60
3 C -0.45 0.14 0.05
4 O -0.93 1.17 0.85
5 C -1.46 -0.39 -0.87
6 N -2.22 -0.65 -1.70
7 H -0.99 0.82 1.75
8 H 1.12 -0.19 1.52
9 H 0.87 -1.67 0.49
10 H 1.00 -0.19 -1.56
11 H 1.39 1.26 -0.50

Computed properties:
calculated total energy	-285.35643	Ha
E_LUMO	0.026	Eh
energy relative to the best compared isomer or geometry (same formula, charge and spin)	152.7	kJ/mol
SMILES string	N#CC1(O)CC1
HOMO energy	-10.60	eV

In elementary charge units, the natural (NBO) charges are:
1. C -0.42
2. C -0.40
3. C 0.13
4. O -0.67
5. C 0.26
6. N -0.31
7. H 0.48
8. H 0.23
9. H 0.23
10. H 0.23
11. H 0.24

Here is a structure of composition C22H25BrNOSr at a distorted geometry from the Open Molecules 2025 dataset. Energies are from wB97M-V/def2-TZVPD.

Positions of all 51 atoms, in Å:
1 C -0.61 1.26 3.80
2 C -1.22 1.78 2.62
3 C -1.88 0.72 1.96
4 H -1.21 2.82 2.30
5 C -1.73 -0.46 2.75
6 C -0.94 -0.12 3.89
7 H -2.18 -1.43 2.53
8 C 2.88 1.47 2.40
9 C 1.96 2.43 1.92
10 C 1.74 2.19 0.54
11 H 1.52 3.24 2.49
12 C 2.50 1.05 0.17
13 C 3.27 0.63 1.31
14 H -2.48 0.81 1.06
15 H -0.65 -0.80 4.69
16 H -0.06 1.84 4.53
17 H 4.01 -0.16 1.33
18 H 1.14 2.81 -0.14
19 H 3.25 1.39 3.42
20 Sr 0.93 -0.49 1.99
21 C 2.56 0.40 -1.21
22 C 4.05 0.36 -1.61
23 C 1.76 1.20 -2.25
24 H 4.52 1.35 -1.47
25 H 4.18 0.09 -2.67
26 H 4.61 -0.36 -1.00
27 H 2.19 2.19 -2.42
28 H 0.72 1.32 -1.92
29 H 1.76 0.66 -3.21
30 C 2.00 -1.09 -1.21
31 C 0.49 -1.26 -1.13
32 H 2.44 -1.64 -0.35
33 H 2.34 -1.58 -2.14
34 O -0.16 -0.66 -0.22
35 N -0.17 -2.12 -1.92
36 C -1.49 -2.65 -1.48
37 H 0.23 -2.45 -2.80
38 C -2.57 -1.60 -1.52
39 C -3.59 -1.64 -0.58
40 H -3.57 -2.41 0.20
41 C -4.63 -0.71 -0.64
42 H -5.45 -0.75 0.09
43 C -4.64 0.27 -1.65
44 H -5.47 0.99 -1.71
45 C -3.60 0.30 -2.59
46 H -3.60 1.05 -3.38
47 C -2.57 -0.64 -2.53
48 H -1.76 -0.63 -3.26
49 H -1.36 -3.04 -0.47
50 H -1.75 -3.50 -2.14
51 Br 2.33 -2.42 3.63

Computed properties:
calculated total energy	-3588.20947	Ha
E_LUMO	0.084	Eh
HOMO energy	-3.62	eV
net charge	-1

In elementary charge units, the natural (NBO) charges are:
1. C -0.38
2. C -0.33
3. C -0.36
4. H 0.20
5. C -0.46
6. C -0.44
7. H 0.20
8. C -0.39
9. C -0.33
10. C -0.34
11. H 0.21
12. C -0.20
13. C -0.45
14. H 0.20
15. H 0.22
16. H 0.21
17. H 0.22
18. H 0.20
19. H 0.22
20. Sr 1.78
21. C -0.04
22. C -0.60
23. C -0.62
24. H 0.22
25. H 0.18
26. H 0.21
27. H 0.22
28. H 0.23
29. H 0.18
30. C -0.49
31. C 0.69
32. H 0.25
33. H 0.20
34. O -0.70
35. N -0.61
36. C -0.23
37. H 0.40
38. C -0.04
39. C -0.20
40. H 0.22
41. C -0.20
42. H 0.22
43. C -0.22
44. H 0.21
45. C -0.22
46. H 0.21
47. C -0.17
48. H 0.20
49. H 0.22
50. H 0.21
51. Br -0.92